# 1
C45H56BrI2N4O2SSbTi as an isolated structure. Source: the Open Molecules 2025 dataset; level of theory: ωB97M-V with the def2-TZVPD basis set.

CARTESIAN COORDINATES (ANGSTROEM)
Ti 0.898 -0.313 -0.306
C 3.519 1.978 1.730
C 3.586 2.531 0.334
C 4.027 3.831 0.118
C 4.202 4.316 -1.168
C 3.966 3.484 -2.248
C 3.516 2.177 -2.072
C 3.360 1.281 -3.259
C 3.280 1.727 -0.771
N 2.783 0.401 -0.519
C 3.758 -0.540 -0.396
O 4.947 -0.396 -0.626
C 3.260 -1.829 0.202
C 4.041 -2.962 0.181
C 3.548 -4.087 0.821
C 2.373 -3.992 1.544
C 1.665 -2.797 1.575
N 2.075 -1.754 0.829
C 0.558 -2.673 2.625
O 0.280 -3.723 3.241
N 0.177 -1.437 2.819
C -0.645 -1.133 3.911
C -1.964 -1.602 4.053
C -2.558 -2.530 3.035
C -2.725 -1.180 5.138
C -2.219 -0.302 6.084
C -0.917 0.156 5.945
C -0.126 -0.249 4.878
C 1.296 0.226 4.762
H 3.714 2.764 2.461
H 4.275 1.198 1.859
H 2.553 1.525 1.948
H 4.242 4.461 0.974
H 4.541 5.333 -1.326
H 4.136 3.837 -3.259
H 3.487 1.826 -4.193
H 2.392 0.791 -3.301
H 4.098 0.475 -3.225
H 4.980 -2.932 -0.351
H 4.096 -5.021 0.789
H 1.976 -4.800 2.142
H -2.054 -3.498 3.067
H -2.415 -2.135 2.029
H -3.627 -2.667 3.214
H -3.743 -1.545 5.231
H -2.831 0.022 6.917
H -0.497 0.833 6.683
H 1.605 0.741 5.674
H 1.413 0.905 3.916
H 1.973 -0.611 4.580
C -0.789 0.404 -3.539
C -0.131 1.525 -2.819
C 0.112 2.713 -3.568
C 0.491 3.850 -2.938
C 0.539 3.873 -1.520
C 0.711 5.057 -0.775
C 0.649 5.022 0.592
C 0.447 3.803 1.259
C 0.320 2.624 0.558
S 0.073 1.096 1.379
C 0.357 2.652 -0.853
N 0.134 1.461 -1.523
H -1.637 0.833 -4.084
H -1.139 -0.368 -2.861
H -0.123 -0.017 -4.296
H -0.001 2.650 -4.644
H 0.698 4.758 -3.494
H 0.873 5.987 -1.307
H 0.765 5.932 1.168
H 0.397 3.774 2.341
I 1.481 -1.836 -2.604
I 1.544 0.545 -6.570
Br -1.209 -1.631 -0.336
C -3.570 0.935 2.539
C -4.154 2.053 1.669
C -5.653 2.161 1.929
C -3.470 3.360 2.070
Sb -3.526 1.602 -0.400
C -5.049 0.137 -1.055
C -4.507 -0.456 -2.358
C -6.458 0.674 -1.284
C -5.103 -0.986 -0.018
C -4.151 3.432 -1.494
C -2.990 4.413 -1.324
C -5.447 4.108 -1.061
C -4.229 3.077 -2.979
H -3.775 1.147 3.596
H -2.488 0.852 2.427
H -3.996 -0.042 2.313
H -5.817 2.410 2.986
H -6.167 1.218 1.739
H -6.131 2.935 1.327
H -3.593 3.515 3.150
H -3.898 4.227 1.562
H -2.397 3.335 1.862
H -4.445 0.282 -3.159
H -5.171 -1.262 -2.700
H -3.512 -0.884 -2.216
H -6.498 1.391 -2.105
H -6.870 1.155 -0.395
H -7.124 -0.159 -1.548
H -4.112 -1.397 0.188
H -5.728 -1.802 -0.405
H -5.540 -0.659 0.926
H -3.183 5.321 -1.913
H -2.054 3.984 -1.684
H -2.835 4.715 -0.287
H -5.381 4.495 -0.043
H -6.307 3.440 -1.114
H -5.650 4.965 -1.721
H -3.335 2.543 -3.315
H -4.301 3.998 -3.573
H -5.098 2.463 -3.218

Its HOMO energy is -2.32 eV. The HOMO-LUMO gap comes out at 5.5 eV. As for the LUMO energy: 3.22 eV. For the molar mass, the calculation gives 1220.4 g mol⁻¹. Its spin multiplicity is 1. The total charge is -2.

---

# 2
A 2-piece molecular cluster, C4H10NO3 overall in a non-equilibrium geometry. Source: the Open Molecules 2025 dataset; level of theory: ωB97M-V with the def2-TZVPD basis set.

CARTESIAN COORDINATES (ANGSTROEM)
C -0.291 -0.543 1.256
N 0.456 -0.360 0.162
C -0.200 -0.270 -1.167
C 1.922 -0.492 0.182
C 2.689 0.760 -0.187
O 4.021 0.528 -0.220
O -1.511 -0.579 1.307
H 0.446 -0.703 2.076
H 0.540 -0.627 -1.879
H -1.110 -0.866 -1.022
H -0.459 0.789 -1.287
H 2.185 -0.725 1.220
H 2.223 -1.377 -0.399
H 2.395 1.494 0.603
H 2.227 1.225 -1.113
H -5.236 -0.163 0.044
H -4.759 1.209 0.093
O -5.537 0.701 0.331

Its HOMO energy is -2.70 eV. The HOMO-LUMO gap comes out at 5.8 eV. As for the LUMO energy: 3.11 eV. As for the energy relative to the best compared isomer or geometry (same formula, charge and spin): 67.4 kcal/mol. For the molar mass, the calculation gives 120.1 g mol⁻¹. Its spin multiplicity is 1. The total charge is -1.

---

# 3
C5H4O2 as an isolated structure. Source: the Open Molecules 2025 dataset; level of theory: ωB97M-V with the def2-TZVPD basis set.

CARTESIAN COORDINATES (ANGSTROEM)
O -1.473 0.742 -1.906
C -0.810 0.409 -0.962
O -1.277 0.636 0.341
C -0.573 0.282 1.445
C 0.638 -0.321 1.415
C 1.245 -0.625 0.132
C 0.480 -0.238 -0.885
H -1.115 0.548 2.353
H 1.127 -0.568 2.360
H 0.673 -0.803 -2.160
H 1.085 -0.062 -2.134

Its HOMO energy is -8.88 eV. The HOMO-LUMO gap comes out at 8.8 eV. As for the LUMO energy: -0.04 eV. As for the energy relative to the best compared isomer or geometry (same formula, charge and spin): 116.3 kcal/mol. For the molar mass, the calculation gives 96.1 g mol⁻¹. Its spin multiplicity is 1. The total charge is 0.

---

# 4
A 10-piece molecular cluster, C4H27NO11 overall in a non-equilibrium geometry. Source: the Open Molecules 2025 dataset; level of theory: ωB97M-V with the def2-TZVPD basis set.

CARTESIAN COORDINATES (ANGSTROEM)
O -2.218 -2.460 -0.203
C -1.303 -1.828 0.203
C -1.387 -0.283 -0.035
C -2.610 0.189 0.803
C -3.005 1.577 0.319
O -2.340 0.135 2.174
N -0.190 0.377 0.379
H -0.634 -2.239 0.963
H -1.514 -0.088 -1.100
H -3.416 -0.549 0.761
H -3.708 2.099 1.008
H -3.421 1.634 -0.703
H -2.162 2.254 0.322
H -1.639 0.762 2.398
H 0.128 0.186 1.339
H 0.649 0.145 -0.141
H 0.557 -2.168 3.405
H 0.015 -0.713 3.623
O 0.405 -1.316 2.982
H 2.183 2.521 1.425
H 3.365 1.676 1.130
O 2.538 1.640 1.631
H 2.240 -0.781 -1.558
H 1.349 -1.483 -0.486
O 1.322 -0.906 -1.273
H 1.772 2.640 -0.882
H 2.417 2.325 -2.218
O 2.540 2.171 -1.275
H 0.180 -0.549 -2.565
H -0.216 -1.112 -3.896
O -0.087 -0.258 -3.463
H -0.165 2.158 -1.787
H -0.196 2.119 -0.331
O -0.059 2.779 -1.046
H -2.949 -1.719 -3.158
H -2.258 -2.262 -1.881
O -2.084 -1.904 -2.758
H 2.550 -2.236 0.767
H 1.632 -2.073 1.832
O 1.634 -2.501 0.960
H 4.108 0.142 0.442
H 2.619 0.236 1.072
O 3.357 -0.337 0.822

Its HOMO energy (spin up / spin down) is -13.34 / -13.33 eV. The HOMO-LUMO gap (spin up / spin down) comes out at 9.1 / 4.9 eV. As for the LUMO energy (spin up / spin down): -4.27 / -8.41 eV. As for the energy relative to the best compared isomer or geometry (same formula, charge and spin): 66.7 kcal/mol. For the molar mass, the calculation gives 265.3 g mol⁻¹. Its spin multiplicity is 2. As for the expectation value of S²: 0.756. The total charge is +1.

---

Q: Which value of spin multiplicity does entry 1 give?
A: 1